Entry 1:
Entry from the Open Molecules 2025 dataset: a single C3H7NO2 molecule at a distorted geometry (ωB97M-V/def2-TZVPD).

XYZ file:
```
13
Properties=species:S:1:pos:R:3:forces:R:3:mulliken_charge:R:1
O -0.198 0.884 -0.388 -1.0 -1.1 1.0 -0.516
O -1.207 1.356 1.571 -0.3 0.7 0.1 -0.496
N 1.998 0.091 -0.635 -0.2 0.1 0.1 -0.513
C 0.644 -0.166 -0.503 -0.1 -0.9 0.2 0.758
C 0.088 -1.383 -0.510 0.4 -0.5 -0.6 -1.010
C -1.445 0.494 0.552 0.7 0.5 -0.9 -0.213
H 2.577 -0.735 -0.541 -0.2 0.3 -0.2 0.209
H 2.396 0.920 -0.221 -0.3 0.0 0.2 0.230
H 0.671 -2.276 -0.394 0.2 -0.3 -0.3 0.234
H -0.938 -1.446 -0.854 0.1 -0.3 0.4 0.321
H -0.726 2.041 1.083 -0.1 0.5 0.7 0.368
H -2.230 0.730 -0.166 -0.3 0.3 0.2 0.280
H -1.632 -0.509 1.008 1.0 0.6 -1.0 0.346
```
Positions in Å, forces in eV/Å.

## Properties
**Energy above the lowest of the compared OMol25 structures with the same formula, charge and spin**: 70.44 kcal per mole
**HOMO-LUMO gap**: 8.82 eV
**SMILES**: C=C(N)OCO
**Total energy**: -323.66872 hartree


Entry 2:
Entry from the Open Molecules 2025 dataset: a single C3H7NO2 molecule at a distorted geometry (ωB97M-V/def2-TZVPD).

XYZ file:
```
13
Properties=species:S:1:pos:R:3:forces:R:3:mulliken_charge:R:1
O -2.326 0.475 -0.505 0.4 -0.3 0.1 -0.506
O 0.178 1.522 0.334 0.3 0.4 -0.4 -0.471
N -0.449 -0.905 -0.650 0.1 0.1 -0.2 -0.324
C -1.260 0.194 -0.975 -0.4 0.1 -0.8 -0.103
C 0.208 -0.893 0.655 -0.1 0.0 0.2 -0.505
C 0.959 0.445 0.810 0.3 -0.2 0.1 -0.360
H -0.807 0.801 -1.832 -0.7 -0.6 0.2 0.424
H 1.187 0.662 1.858 0.0 -0.1 -0.1 0.292
H -0.529 -1.050 1.448 0.0 0.2 -0.2 0.282
H 1.902 0.402 0.250 0.0 -0.1 0.1 0.282
H 0.236 -1.036 -1.384 0.0 0.0 0.0 0.306
H 0.284 1.609 -0.634 0.2 0.1 1.0 0.337
H 0.913 -1.734 0.687 -0.2 0.2 0.1 0.345
```
Positions in Å, forces in eV/Å.

## Properties
**Energy above the lowest of the compared OMol25 structures with the same formula, charge and spin**: 44.98 kcal per mole
**HOMO-LUMO gap**: 10.24 eV
**SMILES**: O=CNCCO
**Total energy**: -323.70929 hartree


Entry 3:
Entry from the Open Molecules 2025 dataset: a molecular structure, C3H7NO2 at a distorted geometry (ωB97M-V/def2-TZVPD).

XYZ file:
```
13
Properties=species:S:1:pos:R:3:forces:R:3:mulliken_charge:R:1
O -0.724 -0.317 0.359 4.1 0.4 -1.4 -0.052
O 1.465 -0.551 -0.105 0.9 1.1 0.0 -0.266
N -1.754 0.471 0.142 -5.2 -1.1 -0.9 -0.510
C 2.744 0.063 -0.053 2.1 -1.5 2.8 -0.596
C 0.551 0.450 -0.093 -3.0 0.7 0.5 -0.187
C -2.856 -0.220 -0.177 2.1 3.5 0.3 -0.308
H 2.791 1.108 -0.615 0.2 -2.3 1.3 0.298
H -2.959 -1.227 -0.521 0.6 -0.8 0.4 0.300
H 0.690 1.371 0.584 0.1 -1.7 -0.1 0.295
H 3.453 -0.791 -0.426 -1.0 2.2 0.3 0.226
H 3.039 0.075 1.273 -0.7 0.8 -4.1 0.230
H -3.750 0.399 -0.287 0.4 -0.1 0.1 0.279
H 0.456 0.955 -1.107 -0.6 -1.1 0.7 0.291
```
Positions in Å, forces in eV/Å.

## Properties
**Energy above the lowest of the compared OMol25 structures with the same formula, charge and spin**: 135.20 kcal per mole
**HOMO-LUMO gap**: 10.13 eV
**Total energy**: -323.56550 hartree


Entry 4:
Entry from the Open Molecules 2025 dataset: a single C3H7NO2 molecule (ωB97M-V/def2-TZVPD).

XYZ file:
```
13
Properties=species:S:1:pos:R:3:forces:R:3:mulliken_charge:R:1
O -1.301 -0.578 0.379 0.0 0.0 0.1 -0.334
O 1.329 1.214 -0.741 0.1 0.0 0.2 -0.546
N 0.539 0.018 1.624 -0.3 -0.1 0.1 -0.580
C -0.653 -0.407 1.525 0.2 0.1 0.1 0.093
C -0.613 -0.272 -0.851 0.1 0.0 -0.2 -0.396
C -0.056 1.156 -0.936 -0.4 0.0 -0.2 -0.363
H -1.378 -0.457 -1.609 0.1 0.1 0.1 0.277
H -0.609 1.786 -0.220 0.1 -0.1 -0.1 0.230
H 0.815 0.097 2.597 0.0 -0.1 0.0 0.204
H 0.212 -0.980 -0.992 -0.1 0.1 0.0 0.318
H -1.304 -0.678 2.360 0.1 0.0 -0.1 0.373
H -0.251 1.557 -1.935 0.0 -0.1 0.1 0.336
H 1.456 0.825 0.146 0.1 0.1 -0.1 0.388
```
Positions in Å, forces in eV/Å.

## Properties
**Energy above the lowest of the compared OMol25 structures with the same formula, charge and spin**: 36.58 kcal per mole
**HOMO-LUMO gap**: 10.81 eV
**SMILES**: [H]/N=C/OCCO
**Total energy**: -323.72267 hartree


Entry 5:
Entry from the Open Molecules 2025 dataset: a single C3H7NO2 molecule at a distorted geometry (ωB97M-V/def2-TZVPD).

XYZ file:
```
13
Properties=species:S:1:pos:R:3:forces:R:3:mulliken_charge:R:1
O -0.176 -1.635 0.252 0.4 0.4 -0.2 -0.574
O 0.757 1.909 -0.360 -0.1 -0.5 -0.1 -0.569
N 1.917 -0.118 -0.299 -0.5 0.3 0.4 -0.426
C 0.869 0.728 -0.140 -1.2 0.0 0.4 0.433
C -1.581 0.330 -0.108 -0.4 0.1 -0.1 -1.319
C -0.325 -0.228 0.485 -0.2 0.9 -0.2 0.268
H -0.367 -0.200 1.590 0.3 0.5 -0.4 0.284
H -1.440 0.448 -1.186 -0.2 0.0 0.1 0.303
H 0.112 -1.786 -0.659 -0.1 0.1 0.1 0.351
H 2.865 0.218 -0.497 -0.6 -0.2 0.6 0.266
H 1.543 -0.647 0.505 2.9 -1.6 -0.4 0.296
H -1.753 1.316 0.325 -0.2 0.0 -0.2 0.324
H -2.420 -0.335 0.091 -0.1 0.1 0.0 0.365
```
Positions in Å, forces in eV/Å.

## Properties
**Energy above the lowest of the compared OMol25 structures with the same formula, charge and spin**: 39.61 kcal per mole
**HOMO-LUMO gap**: 10.50 eV
**SMILES**: C[C@@H](O)C(N)=O
**Total energy**: -323.71784 hartree


Entry 6:
Entry from the Open Molecules 2025 dataset: a single C3H7NO2 molecule at a distorted geometry (ωB97M-V/def2-TZVPD).

XYZ file:
```
13
Properties=species:S:1:pos:R:3:forces:R:3:mulliken_charge:R:1
O -0.724 -0.570 1.328 1.1 -1.1 0.5 -0.469
O 1.413 0.873 1.650 -0.5 1.0 -0.4 -0.458
N 0.849 0.609 -0.636 0.1 0.0 -0.2 -0.241
C 1.468 0.370 0.559 2.7 -1.5 0.6 -0.151
C -0.601 0.592 -0.761 -0.3 0.3 0.0 -0.455
C -1.175 -0.602 0.006 -0.3 -0.1 -0.4 -0.414
H -0.850 0.547 -1.828 0.0 0.1 0.2 0.382
H 2.198 -0.534 0.497 -0.4 1.1 -0.5 0.356
H -2.269 -0.548 0.027 0.1 0.1 0.0 0.312
H -0.988 1.526 -0.348 -0.2 -0.1 0.0 0.228
H -0.910 -1.557 -0.472 0.0 0.2 -0.1 0.266
H 1.350 0.150 -1.380 -0.2 -0.2 0.0 0.313
H 0.238 -0.857 1.358 -2.2 0.3 0.3 0.329
```
Positions in Å, forces in eV/Å.

## Properties
**Energy above the lowest of the compared OMol25 structures with the same formula, charge and spin**: 49.69 kcal per mole
**HOMO-LUMO gap**: 10.19 eV
**SMILES**: O=CNCCO
**Total energy**: -323.70178 hartree


Entry 7:
Entry from the Open Molecules 2025 dataset: 2 unconnected molecules or ions with the total composition C3H7NO2 at a distorted geometry (ωB97M-V/def2-TZVPD).

XYZ file:
```
13
Properties=species:S:1:pos:R:3:forces:R:3:mulliken_charge:R:1
O 2.662 0.673 2.394 1.0 4.1 0.2 -0.517
O -1.662 0.317 -0.672 -1.0 -1.0 -0.6 -0.525
N -2.884 -0.004 -2.625 1.1 0.3 0.1 -0.378
C 2.334 -1.210 1.156 0.5 3.6 0.0 -0.733
C -2.652 -0.103 -1.241 -1.6 1.1 -0.8 0.205
C 2.321 0.172 1.193 0.4 -4.7 1.0 0.075
H 2.842 1.683 2.338 -0.4 -2.6 0.1 0.346
H 2.978 -1.669 1.926 -1.2 -0.4 -0.4 0.229
H -2.099 0.428 -3.211 -1.9 -1.0 1.1 0.244
H 1.773 -1.587 0.332 0.4 -1.1 -0.4 0.277
H -3.651 -0.455 -0.738 1.8 0.2 -0.4 0.222
H -3.827 -0.196 -3.029 1.6 0.3 0.6 0.227
H 2.147 0.749 0.328 -0.8 1.1 -0.5 0.327
```
Positions in Å, forces in eV/Å.

## Properties
**Energy above the lowest of the compared OMol25 structures with the same formula, charge and spin**: 62.81 kcal per mole
**HOMO-LUMO gap**: 9.09 eV
**SMILES**: C=CO.NC=O
**Total energy**: -323.68088 hartree


Entry 8:
Entry from the Open Molecules 2025 dataset: a single C3H7NO2 molecule at a distorted geometry (ωB97M-V/def2-TZVPD).

XYZ file:
```
13
Properties=species:S:1:pos:R:3:forces:R:3:mulliken_charge:R:1
O 1.045 -2.013 0.412 0.2 -0.3 -2.0 -0.498
O 0.444 2.514 0.755 1.0 0.8 1.5 -0.456
N -1.525 0.067 -0.380 1.5 -0.1 -0.4 -0.564
C 0.309 1.616 -0.003 -3.0 -1.0 -0.4 -0.278
C 0.819 -0.798 -0.314 2.8 0.5 2.1 -0.505
C -0.248 0.193 0.331 1.3 -0.9 -2.7 0.407
H 1.886 -0.197 -0.278 -2.4 -1.3 -0.5 0.193
H -2.201 0.413 0.228 -2.0 0.2 0.3 0.192
H -1.767 -0.601 -1.145 0.7 0.9 1.6 0.193
H -0.357 0.174 1.426 0.2 -0.6 -0.3 0.369
H 0.076 1.834 -1.035 0.7 0.0 -1.4 0.349
H 0.687 -1.265 -1.303 -0.6 1.4 -0.1 0.303
H 0.832 -1.938 1.307 -0.5 0.4 2.2 0.294
```
Positions in Å, forces in eV/Å.

## Properties
**Energy above the lowest of the compared OMol25 structures with the same formula, charge and spin**: 71.77 kcal per mole
**HOMO-LUMO gap**: 10.14 eV
**SMILES**: N[C@H](C=O)CO
**Total energy**: -323.66660 hartree


Entry 9:
Entry from the Open Molecules 2025 dataset: a single C3H7NO2 molecule at a distorted geometry (ωB97M-V/def2-TZVPD).

XYZ file:
```
13
Properties=species:S:1:pos:R:3:forces:R:3:mulliken_charge:R:1
O 1.158 0.519 0.712 -0.2 0.3 0.0 -0.424
O 0.275 2.330 -0.643 0.5 -0.1 0.8 -0.663
N -0.537 -1.036 1.151 0.0 0.1 0.0 -0.562
C 0.367 -0.877 -1.134 -0.1 0.1 0.0 -1.173
C 0.100 -0.235 0.201 -0.1 0.4 -0.2 0.572
C 0.185 1.528 0.411 -0.5 -0.2 -1.6 0.053
H -0.530 -1.353 -1.535 0.0 0.0 0.0 0.364
H 1.139 -1.641 -1.012 0.0 0.1 0.1 0.336
H -0.339 1.846 1.320 0.1 0.0 0.0 0.344
H -1.389 -1.482 0.842 0.1 0.1 0.0 0.217
H -0.540 1.144 -0.544 0.2 -0.7 1.1 0.354
H 0.726 -0.125 -1.837 0.0 0.0 0.0 0.348
H -0.616 -0.619 2.068 0.0 0.0 -0.1 0.233
```
Positions in Å, forces in eV/Å.

## Properties
**Energy above the lowest of the compared OMol25 structures with the same formula, charge and spin**: 118.77 kcal per mole
**HOMO-LUMO gap**: 8.91 eV
**Total energy**: -323.59169 hartree


Entry 10:
Entry from the Open Molecules 2025 dataset: a molecular structure, C3H7NO2 (ωB97M-V/def2-TZVPD).

XYZ file:
```
13
Properties=species:S:1:pos:R:3:forces:R:3:mulliken_charge:R:1
O 0.329 -0.939 -1.853 0.0 0.3 0.0 -0.532
O 0.675 1.670 -1.362 0.0 0.0 -0.1 -0.672
N 0.557 1.232 -0.027 -0.3 -0.7 0.4 -0.157
C -0.624 -0.676 -0.854 -0.2 0.0 0.2 -0.411
C -0.023 0.135 0.282 0.2 0.3 -0.1 0.642
C -0.079 -0.321 1.710 0.0 0.0 0.0 -1.162
H 0.440 -1.283 1.820 -0.1 0.2 -0.1 0.301
H -1.496 -0.119 -1.241 0.2 -0.1 0.0 0.239
H 1.280 2.059 -0.302 0.0 0.1 0.0 0.410
H 0.383 0.410 2.381 -0.1 -0.1 -0.2 0.337
H -1.120 -0.479 2.023 0.2 0.0 -0.1 0.305
H 0.662 -0.053 -2.103 0.0 -0.3 -0.1 0.397
H -0.986 -1.638 -0.473 0.1 0.2 0.0 0.302
```
Positions in Å, forces in eV/Å.

## Properties
**Energy above the lowest of the compared OMol25 structures with the same formula, charge and spin**: 117.11 kcal per mole
**HOMO-LUMO gap**: 10.53 eV
**Total energy**: -323.59435 hartree


- The highest HOMO-LUMO gap belongs to which entry?
  number 4